C26H34AuN4O2Si2Te | wB97M-V/def2-TZVPD

Each line ends with the Löwdin charge.
Positions of all 70 atoms, in Å:
Au (-0.17, 1.21, -0.31)  0.4724
O (1.95, 4.97, 0.98)  0.1310
C (1.62, 4.05, 0.27)  -0.3885
N (0.28, 3.65, 0.11)  0.1342
C (-0.67, 4.50, -0.01)  -0.1495
C (-0.52, 5.93, -0.22)  0.0086
C (-1.61, 6.69, -0.39)  -0.0237
C (-2.95, 6.14, -0.37)  -0.0241
C (-3.19, 4.85, -0.15)  0.0076
C (-2.08, 3.93, 0.07)  -0.1521
N (-2.17, 2.69, 0.33)  0.1401
C (-3.38, 2.06, 0.63)  -0.3912
O (-4.25, 2.55, 1.31)  0.1313
C (-3.50, 0.66, 0.11)  -0.1968
C (-4.71, 0.00, 0.23)  0.0217
C (-4.82, -1.28, -0.28)  -0.0265
C (-3.72, -1.85, -0.88)  -0.0252
C (-2.54, -1.12, -0.94)  -0.1378
N (-2.42, 0.11, -0.46)  0.0497
C (2.63, 3.19, -0.42)  -0.2055
C (3.97, 3.57, -0.37)  0.0214
C (4.90, 2.79, -1.03)  -0.0288
C (4.46, 1.67, -1.72)  -0.0291
C (3.10, 1.37, -1.70)  -0.1373
N (2.20, 2.11, -1.06)  0.0501
H (0.47, 6.35, -0.24)  0.1155
H (-1.49, 7.75, -0.57)  0.1200
H (-3.78, 6.82, -0.54)  0.1200
H (-4.20, 4.46, -0.13)  0.1161
H (-5.54, 0.51, 0.71)  0.1265
H (-5.76, -1.82, -0.20)  0.1194
H (-3.75, -2.85, -1.29)  0.1155
H (-1.65, -1.54, -1.39)  0.0711
H (4.24, 4.46, 0.18)  0.1261
H (5.95, 3.05, -1.02)  0.1189
H (5.15, 1.03, -2.26)  0.1145
H (2.72, 0.50, -2.22)  0.0846
C (2.59, -3.40, -3.25)  -0.1744
Si (1.25, -2.62, -2.20)  0.4091
C (0.53, -1.16, -3.14)  -0.1848
C (-0.04, -3.92, -1.83)  -0.1718
C (2.10, -2.07, -0.60)  -0.5605
Te (1.19, -0.76, 0.83)  1.2697
C (-0.29, -2.13, 1.56)  -0.5577
Si (0.24, -2.97, 3.17)  0.3831
C (-1.12, -4.16, 3.65)  -0.1767
C (0.47, -1.65, 4.47)  -0.1840
C (1.84, -3.87, 2.85)  -0.1861
H (2.17, -3.81, -4.17)  0.0398
H (3.09, -4.22, -2.72)  0.0395
H (3.36, -2.68, -3.53)  0.0339
H (-0.05, -1.53, -3.99)  0.0453
H (1.32, -0.53, -3.54)  0.0246
H (-0.13, -0.53, -2.53)  -0.0201
H (-0.44, -4.32, -2.76)  0.0429
H (-0.88, -3.58, -1.23)  -0.0035
H (0.43, -4.76, -1.30)  0.0433
H (3.04, -1.58, -0.83)  -0.0032
H (2.36, -2.96, -0.01)  0.0038
H (-0.45, -2.87, 0.77)  -0.0064
H (-1.21, -1.55, 1.67)  0.0020
H (-2.06, -3.63, 3.80)  0.0343
H (-0.88, -4.67, 4.59)  0.0374
H (-1.27, -4.92, 2.89)  0.0341
H (-0.47, -1.11, 4.67)  0.0370
H (1.22, -0.91, 4.18)  0.0174
H (0.79, -2.10, 5.41)  0.0384
H (1.73, -4.60, 2.04)  0.0332
H (2.16, -4.42, 3.74)  0.0387
H (2.64, -3.18, 2.59)  0.0218

Charge: +1

C45H114N3O16 | wB97M-V/def2-TZVPD

Each line ends with the Löwdin charge.
Positions of all 178 atoms, in Å:
C (3.63, 3.10, -0.23)  -0.0906
C (2.26, 3.80, -0.38)  -0.2357
C (1.45, 3.07, -1.43)  -0.2040
C (0.01, 3.59, -1.61)  -0.1494
C (-1.12, 2.71, -1.06)  -0.1306
C (-0.90, 1.21, -1.26)  -0.1720
C (-0.51, 0.45, 0.03)  -0.1865
C (0.00, 1.27, 1.20)  -0.1210
C (1.10, 0.59, 2.04)  -0.3501
C (0.48, -0.29, 3.13)  -0.0703
C (1.98, 1.66, 2.71)  -0.0596
N (-1.64, -0.41, 0.53)  0.1781
C (-2.05, -1.32, -0.37)  -0.3661
N (-2.58, -2.48, -0.03)  0.1254
C (-2.71, -3.05, 1.32)  -0.1266
C (-2.05, -4.44, 1.42)  -0.1445
C (-0.88, -4.58, 2.40)  -0.1318
C (0.48, -4.47, 1.78)  -0.2036
C (0.78, -3.47, 0.82)  -0.0463
C (2.06, -3.37, 0.24)  -0.0831
C (3.08, -4.26, 0.63)  -0.0729
C (2.79, -5.25, 1.58)  -0.0600
C (1.51, -5.35, 2.15)  -0.0152
N (-1.88, -1.00, -1.66)  0.1716
C (-2.04, 0.47, -2.00)  -0.3226
C (-3.43, 0.92, -1.53)  -0.0995
C (-4.62, 0.07, -2.00)  -0.1905
O (-5.75, 0.29, -1.18)  -0.1391
C (-6.41, 1.51, -1.43)  -0.2906
C (-7.82, 1.43, -0.89)  -0.0667
C (-1.92, 0.55, -3.53)  -0.2807
C (-2.08, 1.96, -4.08)  -0.0356
C (-0.67, -0.19, -4.06)  -0.1947
C (0.10, 0.55, -5.15)  -0.0872
H (4.04, 3.26, 0.76)  0.0670
H (4.31, 3.43, -1.00)  0.0658
H (3.50, 2.03, -0.34)  0.0632
H (2.49, 4.81, -0.71)  0.1051
H (1.78, 3.80, 0.59)  0.0728
H (1.49, 2.01, -1.18)  0.0882
H (1.97, 3.16, -2.38)  0.1162
H (-0.07, 4.54, -1.09)  0.1035
H (-0.13, 3.82, -2.66)  0.0949
H (-2.03, 3.04, -1.53)  0.0983
H (-1.25, 2.95, -0.01)  0.1064
H (-0.03, 1.11, -1.91)  0.1151
H (0.27, -0.26, -0.25)  0.1385
H (0.32, 2.27, 0.92)  0.0742
H (-0.85, 1.42, 1.86)  0.1251
H (1.71, -0.05, 1.40)  0.1214
H (0.26, -1.30, 2.78)  0.0566
H (-0.47, 0.13, 3.46)  0.0794
H (1.10, -0.34, 4.01)  0.0516
H (3.00, 1.31, 2.85)  0.0956
H (1.59, 1.89, 3.70)  0.0467
H (1.98, 2.60, 2.17)  0.0353
H (-1.34, -0.85, 1.40)  0.1121
H (-2.89, -3.08, -0.77)  0.1567
H (-2.38, -2.35, 2.07)  0.0928
H (-3.78, -3.18, 1.47)  0.1270
H (-2.82, -5.16, 1.66)  0.1046
H (-1.70, -4.72, 0.43)  0.1069
H (-0.97, -3.85, 3.20)  0.0898
H (-0.95, -5.55, 2.87)  0.1174
H (0.01, -2.79, 0.51)  0.0892
H (2.24, -2.59, -0.48)  0.1056
H (4.07, -4.17, 0.20)  0.0895
H (3.58, -5.92, 1.87)  0.0887
H (1.34, -6.12, 2.88)  0.1134
H (-2.46, -1.57, -2.26)  0.1449
H (-3.62, 1.92, -1.89)  0.0960
H (-3.49, 0.98, -0.45)  0.1327
H (-4.88, 0.33, -3.02)  0.1231
H (-4.43, -1.00, -1.92)  0.1134
H (-6.46, 1.71, -2.50)  0.1216
H (-5.90, 2.34, -0.95)  0.1143
H (-7.83, 1.46, 0.20)  0.0746
H (-8.31, 0.53, -1.22)  0.0801
H (-8.40, 2.27, -1.24)  0.0788
H (-2.78, -0.01, -3.92)  0.1315
H (-2.93, 2.46, -3.65)  0.0798
H (-1.19, 2.56, -3.98)  0.0661
H (-2.29, 1.89, -5.14)  0.0900
H (-0.97, -1.16, -4.44)  0.1097
H (0.02, -0.40, -3.25)  0.0942
H (0.50, 1.47, -4.75)  0.0714
H (-0.53, 0.79, -6.00)  0.0766
H (0.93, -0.06, -5.51)  0.0674
C (4.68, 7.43, -1.13)  -0.1558
O (3.34, 7.53, -1.62)  -0.1350
H (4.66, 6.82, -0.23)  0.0725
H (5.32, 6.96, -1.87)  0.0617
H (5.07, 8.42, -0.88)  0.0790
H (3.38, 8.07, -2.42)  0.0555
C (-3.16, -2.45, 4.73)  -0.1261
O (-1.89, -1.89, 4.40)  -0.1515
H (-3.92, -1.73, 4.45)  0.0702
H (-3.34, -3.39, 4.19)  0.0758
H (-3.25, -2.64, 5.80)  0.0862
H (-1.21, -2.53, 4.66)  0.0648
C (4.21, 0.44, -5.26)  -0.1437
O (3.68, 1.08, -4.11)  -0.1399
H (4.93, 1.12, -5.72)  0.0776
H (4.71, -0.49, -5.00)  0.0770
H (3.43, 0.23, -6.00)  0.0678
H (3.04, 0.47, -3.71)  0.0573
C (-6.83, -0.46, 5.32)  -0.1518
O (-6.09, -1.51, 5.93)  -0.1346
H (-6.39, -0.28, 4.34)  0.0711
H (-7.88, -0.74, 5.18)  0.0775
H (-6.77, 0.46, 5.90)  0.0787
H (-6.47, -1.68, 6.79)  0.0769
C (1.53, -6.48, -2.20)  -0.1461
O (0.89, -5.21, -2.08)  -0.1364
H (1.39, -6.81, -3.23)  0.0790
H (2.60, -6.40, -2.00)  0.0735
H (1.08, -7.21, -1.53)  0.0766
H (1.01, -4.90, -1.17)  0.0158
C (5.99, -3.32, -2.10)  -0.1569
O (4.76, -3.69, -2.74)  -0.1261
H (6.74, -3.23, -2.88)  0.0796
H (5.90, -2.36, -1.59)  0.0761
H (6.31, -4.08, -1.39)  0.0711
H (4.09, -3.77, -2.06)  0.0344
C (-0.69, 5.25, 2.13)  -0.1138
O (0.07, 4.11, 2.53)  -0.1456
H (-0.38, 5.51, 1.12)  0.0716
H (-1.76, 5.03, 2.13)  0.0653
H (-0.50, 6.10, 2.79)  0.0846
H (-0.19, 3.89, 3.43)  0.0792
C (6.87, 2.54, -3.09)  -0.1645
O (7.61, 3.55, -2.40)  -0.1266
H (6.34, 3.03, -3.91)  0.0731
H (7.53, 1.78, -3.50)  0.0773
H (6.14, 2.07, -2.43)  0.0640
H (8.08, 3.13, -1.68)  0.0701
C (-3.51, -6.95, -1.53)  -0.1275
O (-4.10, -6.02, -0.60)  -0.1460
H (-2.66, -7.40, -1.03)  0.0784
H (-4.23, -7.72, -1.81)  0.0503
H (-3.17, -6.43, -2.43)  0.0806
H (-4.86, -5.63, -1.04)  0.0681
C (2.23, 4.13, 4.90)  -0.1442
O (1.42, 5.30, 5.10)  -0.1198
H (2.30, 3.97, 3.82)  0.0548
H (3.23, 4.28, 5.31)  0.0887
H (1.77, 3.26, 5.36)  0.0518
H (1.35, 5.44, 6.04)  0.0741
C (-7.19, -8.41, -2.16)  -0.1426
O (-5.98, -8.47, -2.92)  -0.1419
H (-7.02, -7.75, -1.32)  0.0731
H (-8.01, -8.01, -2.76)  0.0783
H (-7.47, -9.40, -1.78)  0.0802
H (-6.12, -9.05, -3.66)  0.0806
C (6.23, 7.05, -5.26)  -0.1452
O (5.50, 7.83, -4.31)  -0.1318
H (7.05, 6.60, -4.73)  0.0787
H (5.60, 6.26, -5.69)  0.0752
H (6.62, 7.68, -6.07)  0.0763
H (4.76, 8.24, -4.78)  0.0730
C (0.96, 0.47, 6.47)  -0.1471
O (2.21, 1.00, 6.04)  -0.1327
H (0.22, 1.25, 6.34)  0.0849
H (0.66, -0.40, 5.87)  0.0517
H (0.98, 0.18, 7.52)  0.0821
H (2.88, 0.31, 6.16)  0.0861
C (-4.78, 6.44, 1.63)  -0.1531
O (-4.44, 5.19, 2.20)  -0.1351
H (-4.23, 7.21, 2.18)  0.0795
H (-4.49, 6.50, 0.58)  0.0750
H (-5.85, 6.64, 1.72)  0.0762
H (-4.91, 4.50, 1.73)  0.0634
C (6.45, -5.74, 2.88)  -0.1605
O (5.91, -4.80, 3.81)  -0.1211
H (7.33, -6.19, 3.35)  0.0809
H (5.73, -6.54, 2.66)  0.0644
H (6.76, -5.25, 1.96)  0.0733
H (5.14, -4.40, 3.40)  0.0530

Charge: +1

H2N2P2 | wB97M-V/def2-TZVPD

Each line ends with the Löwdin charge.
Positions of all 6 atoms, in Å:
H (-1.51, -1.29, 0.22)  -0.0670
N (-1.20, -0.54, 0.82)  -0.4248
P (0.34, -0.42, 1.01)  0.6215
H (0.29, 0.69, 1.91)  -0.1570
N (1.17, 1.08, -1.33)  -0.5959
P (0.92, 0.48, -2.64)  0.6232

Charge: 0
SMILES: [H]/N=P/[H].N#P

no.,E (eV)
1,-64305.52028
2,-85732.77762
3,-21587.61726